# C4H12N2P

An isolated ion of composition C4H12N2P and charge +1 in a non-equilibrium geometry (ωB97M-V with the def2-TZVPD basis set, the Open Molecules 2025 dataset).

Output
**E_HOMO**: -0.51348 Ha
**ΔE to the lowest compared entry with this formula, charge and spin**: 28.6 kJ/mol
**Structure (SMILES)**: N[C@@H]1CC[NH2+][C@H]1P
**Net charge**: +1
**Kohn-Sham gap**: 0.398 Ha
**Electronic energy**: -16604.34749 eV

Element x y z (Å)
N (0.35728, 0.11026, 2.04657)
C (-0.31485, -0.41827, 0.87468)
C (0.67701, -1.30614, 0.08153)
C (1.12828, -0.53166, -1.16030)
N (0.88076, 0.87436, -0.85819)
C (-0.69679, 0.74601, -0.01265)
P (-1.97422, 0.42991, -1.33317)
H (-0.27618, 0.65553, 2.62202)
H (0.71176, -0.63833, 2.63240)
H (-1.22251, -1.00225, 1.10269)
H (0.22580, -2.25295, -0.20440)
H (1.52676, -1.51681, 0.72917)
H (2.18184, -0.70743, -1.38145)
H (0.53154, -0.80971, -2.03220)
H (1.50460, 1.22726, -0.12811)
H (0.83246, 1.50412, -1.65961)
H (-0.76627, 1.69692, 0.50938)
H (-2.35011, 1.76898, -1.44642)
H (-2.95717, 0.17019, -0.38193)

Forces on atoms 1 to 2 (eV/Å):
0.115 0.140 0.156
-0.243 -0.304 -0.069

---

# C4H12N2S

A 2-piece molecular cluster, C4H12N2S overall in a non-equilibrium geometry (ωB97M-V with the def2-TZVPD basis set, the Open Molecules 2025 dataset).

Output
**E_HOMO**: -0.31925 Ha
**ΔE to the lowest compared entry with this formula, charge and spin**: 236.0 kJ/mol
**Net charge**: 0
**Kohn-Sham gap**: 0.308 Ha
**Electronic energy**: -18155.57313 eV

Element x y z (Å)
C (-0.11687, 0.91392, -0.58782)
N (0.74350, -0.26414, -0.36578)
C (1.92715, -0.03071, 0.40947)
N (2.52802, -1.30931, 0.88022)
C (-1.50212, 0.62314, -1.16780)
C (-2.43985, -0.07371, -0.12859)
S (-1.99368, -1.43190, 1.03540)
H (-0.27605, 1.42977, 0.38691)
H (0.38762, 1.61266, -1.26566)
H (0.16339, -0.95803, 0.09532)
H (1.78687, 0.60470, 1.29543)
H (2.68622, 0.47155, -0.20710)
H (3.43868, -1.07774, 1.23255)
H (2.64403, -2.01344, 0.13726)
H (-1.89069, 1.60848, -1.45804)
H (-1.45147, 0.03138, -2.08684)
H (-2.69084, 0.66945, 0.62735)
H (-3.36992, -0.31224, -0.65213)
H (-0.57399, -0.49384, 1.81985)

Forces on atoms 1 to 2 (eV/Å):
0.549 0.004 0.335
-0.884 -0.098 -0.554

---

# C4H12N2S

One molecule with the formula C4H12N2S in a non-equilibrium geometry (ωB97M-V with the def2-TZVPD basis set, the Open Molecules 2025 dataset).

Output
**E_HOMO**: -0.32106 Ha
**ΔE to the lowest compared entry with this formula, charge and spin**: 67.2 kJ/mol
**Structure (SMILES)**: CN[C@H](CN)CS
**Net charge**: 0
**Kohn-Sham gap**: 0.354 Ha
**Electronic energy**: -18157.32223 eV

Element x y z (Å)
C (-0.15173, -2.18206, 0.70535)
N (0.66884, -1.03469, 1.05575)
C (0.40900, 0.21216, 0.33460)
C (-1.09515, 0.51308, 0.19171)
N (-1.41436, 1.89944, -0.18753)
C (1.08531, 0.06351, -1.03075)
S (1.02766, 1.41652, -2.26813)
H (-1.21210, -2.15150, 1.00294)
H (-0.19010, -2.25846, -0.37557)
H (0.35547, -3.08589, 1.03403)
H (0.65229, -0.83148, 2.04635)
H (0.89009, 1.01222, 0.88156)
H (-1.55019, 0.30578, 1.15970)
H (-1.55066, -0.15890, -0.53686)
H (-2.03318, 2.32266, 0.49181)
H (-0.58865, 2.48747, -0.19455)
H (2.14492, -0.12161, -0.89898)
H (0.68000, -0.71185, -1.66796)
H (1.87255, 2.30360, -1.74347)

Forces on atoms 1 to 2 (eV/Å):
-0.007 0.103 -0.421
0.114 0.393 0.347

---

# C4H12N2S

A 2-piece molecular cluster, C4H12N2S overall in a non-equilibrium geometry (ωB97M-V with the def2-TZVPD basis set, the Open Molecules 2025 dataset).

Output
**E_HOMO**: -0.28823 Ha
**ΔE to the lowest compared entry with this formula, charge and spin**: 107.5 kJ/mol
**Structure (SMILES)**: N/C=C/N.CCS
**Net charge**: 0
**Kohn-Sham gap**: 0.318 Ha
**Electronic energy**: -18156.90487 eV

Element x y z (Å)
N (0.21149, 0.47771, 3.98455)
C (-0.14266, -0.05157, 2.72593)
C (0.71917, -0.71216, 1.95126)
N (0.33398, -1.21683, 0.66335)
H (-0.47662, 1.17373, 4.24605)
H (1.14904, 0.82162, 4.00137)
H (-1.16780, 0.06660, 2.39953)
H (1.74637, -0.83011, 2.26983)
H (-0.31219, -1.98064, 0.75029)
H (1.13094, -1.55931, 0.14232)
C (-0.57573, 0.15890, -3.55707)
C (-0.02295, 0.84178, -2.31055)
S (-1.22043, 0.83671, -0.94082)
H (-1.38160, 0.72120, -4.02702)
H (-0.93738, -0.83292, -3.28772)
H (0.19504, 0.03612, -4.32641)
H (0.28257, 1.86569, -2.52618)
H (0.89792, 0.33145, -2.01647)
H (-0.42913, -0.14798, -0.14226)

Forces on atoms 1 to 2 (eV/Å):
-1.344 -0.232 -0.557
0.788 -0.293 -0.124

---

# C4H12N2S

One molecule with the formula C4H12N2S in a non-equilibrium geometry (ωB97M-V with the def2-TZVPD basis set, the Open Molecules 2025 dataset).

Output
**E_HOMO**: -0.32549 Ha
**ΔE to the lowest compared entry with this formula, charge and spin**: 134.4 kJ/mol
**Structure (SMILES)**: NC[C@@H](N)CCS
**Net charge**: 0
**Kohn-Sham gap**: 0.361 Ha
**Electronic energy**: -18156.62575 eV

Element x y z (Å)
N (-2.07891, 1.28959, -1.53239)
C (-1.04232, 0.97064, -0.53502)
C (0.04764, -0.06870, -1.14022)
N (0.52212, 0.61835, -2.31160)
C (1.26162, -0.39978, -0.22680)
C (0.93372, -1.30659, 0.95362)
S (0.17188, -0.62627, 2.44219)
H (-1.74629, 0.76985, -2.45468)
H (-2.86561, 0.74756, -1.40677)
H (-1.53534, 0.61803, 0.34381)
H (-0.45195, 1.86404, -0.25863)
H (-0.42939, -1.04279, -1.49674)
H (0.71801, 1.59454, -2.01802)
H (1.40490, 0.30530, -2.82588)
H (1.93424, -0.76612, -0.97516)
H (1.51980, 0.63416, 0.18718)
H (0.09545, -2.05645, 0.89277)
H (1.78858, -1.82989, 1.30701)
H (0.51105, 0.65300, 2.22849)

Forces on atoms 1 to 2 (eV/Å):
3.095 -0.597 -3.284
0.927 -1.160 -1.278

---

# C4H12N2S

An isolated ion of composition C4H12N2S and charge +1 in a non-equilibrium geometry (ωB97M-V with the def2-TZVPD basis set, the Open Molecules 2025 dataset).

Output
**E_HOMO (alpha / beta)**: -0.45186 / -0.43798 Ha
**Multiplicity**: 2
**ΔE to the lowest compared entry with this formula, charge and spin**: 242.6 kJ/mol
**Net charge**: +1
**Kohn-Sham gap (alpha / beta)**: 0.314 / 0.104 Ha
**Electronic energy**: -18148.08889 eV
**<S²>**: 0.75

Element x y z (Å)
C (-0.73149, 0.14296, 0.59092)
N (0.31633, 1.12427, 0.42752)
C (1.36178, 1.11503, 1.47525)
N (2.50920, 0.26836, 1.20205)
C (-1.59581, 0.01526, -0.64947)
C (-0.91139, -0.68191, -1.85470)
S (-1.55026, -2.38870, -2.04684)
H (-0.39063, -0.80881, 1.02244)
H (-1.41576, 0.57759, 1.33506)
H (0.71377, 1.29310, -0.48557)
H (0.85157, 0.95622, 2.41762)
H (1.77961, 2.12407, 1.39942)
H (2.59534, -0.54985, 1.77756)
H (2.75483, 0.20572, 0.22223)
H (-2.56290, -0.42346, -0.36876)
H (-1.90447, 1.00176, -1.01519)
H (-1.12463, -0.09644, -2.74293)
H (0.14289, -0.86363, -1.63735)
H (-0.83798, -3.01153, -1.06925)

Forces on atoms 1 to 2 (eV/Å):
-0.397 0.823 0.243
0.325 -0.153 0.520

---

# C4H12N2Si

A 2-piece molecular cluster, C4H12N2Si overall in a non-equilibrium geometry (ωB97M-V with the def2-TZVPD basis set, the Open Molecules 2025 dataset).

Output
**E_HOMO**: -0.26275 Ha
**ΔE to the lowest compared entry with this formula, charge and spin**: 328.4 kJ/mol
**Structure (SMILES)**: C/C=[Si](/C)N.C=N
**Net charge**: 0
**Kohn-Sham gap**: 0.288 Ha
**Electronic energy**: -15197.70677 eV

Element x y z (Å)
C (1.35879, -1.96727, 0.17819)
C (1.58604, -0.51745, 0.76326)
Si (0.80113, 0.91684, 0.12036)
C (1.00691, 2.66344, 0.87143)
N (0.16898, 0.93470, -1.46688)
H (2.36616, -2.38143, -0.01165)
H (0.74784, -1.95389, -0.73675)
H (0.99140, -2.68655, 0.88477)
H (2.33952, -0.67095, 1.53431)
H (1.62259, 3.44601, 0.43659)
H (-0.03708, 3.15944, 0.84191)
H (1.08967, 2.49992, 1.88874)
H (0.48987, 0.20958, -2.17446)
H (0.14556, 1.76757, -1.97141)
C (-3.28894, -1.10846, -0.08686)
N (-2.25094, -0.58982, -0.55501)
H (-4.17695, -0.56677, -0.24126)
H (-3.52687, -2.09298, 0.44546)
H (-1.43368, -1.06194, -0.72073)

Forces on atoms 1 to 2 (eV/Å):
1.059 1.538 -0.286
-0.900 -0.963 -1.175

---

# C4H12N3

An isolated ion of composition C4H12N3 and charge +1 in a non-equilibrium geometry (ωB97M-V with the def2-TZVPD basis set, the Open Molecules 2025 dataset).

Output
**E_HOMO**: -0.47318 Ha
**ΔE to the lowest compared entry with this formula, charge and spin**: 412.6 kJ/mol
**Structure (SMILES)**: [H]/N=C/NCCC[NH3+]
**Net charge**: +1
**Kohn-Sham gap**: 0.338 Ha
**Electronic energy**: -8803.45846 eV

Element x y z (Å)
H (1.23778, -2.39539, -2.29187)
N (0.74454, -2.33885, -1.38071)
C (-0.31864, -1.66373, -1.51442)
N (-0.30497, -0.25196, -0.96970)
C (-1.28360, 0.35279, -0.15749)
C (-0.75648, 1.22506, 0.97374)
C (0.75083, 1.26524, 0.86397)
N (1.27610, -0.15271, 1.11748)
H (-1.26288, -2.10018, -1.92576)
H (-0.03013, 0.38927, -1.69219)
H (-1.85191, 1.01695, -0.88433)
H (-2.03220, -0.31408, 0.17223)
H (-1.26348, 2.19678, 0.89961)
H (-1.10676, 0.90542, 1.96607)
H (0.94987, 1.52774, -0.14646)
H (1.18350, 1.90071, 1.58597)
H (0.80030, -0.77764, 0.37764)
H (0.99358, -0.48504, 2.11939)
H (2.27454, -0.30037, 0.88683)

Forces on atoms 1 to 2 (eV/Å):
-0.226 -2.046 0.700
0.638 2.650 -1.527

---

# C4H12N3

A 2-piece molecular cluster, C4H12N3 overall in a non-equilibrium geometry (ωB97M-V with the def2-TZVPD basis set, the Open Molecules 2025 dataset).

Output
**E_HOMO**: -0.43342 Ha
**ΔE to the lowest compared entry with this formula, charge and spin**: 222.1 kJ/mol
**Net charge**: +1
**Kohn-Sham gap**: 0.330 Ha
**Electronic energy**: -8805.43275 eV

Element x y z (Å)
C (0.37279, -1.05144, -1.67651)
C (-0.73583, -0.81000, -0.96550)
N (-1.10833, -1.57233, 0.20064)
N (0.82095, -0.25529, -2.72543)
H (1.00807, -1.90632, -1.47065)
H (-1.41421, -0.03505, -1.29993)
H (-0.81362, -2.53546, 0.08547)
H (-2.11311, -1.63616, 0.29318)
H (0.09589, 0.25627, -3.19800)
H (1.38356, -0.75970, -3.39039)
C (0.31712, 1.40771, 2.18958)
C (-0.27919, 2.41065, 1.56818)
N (0.59040, 0.15915, 1.47271)
H (0.50973, 1.33411, 3.24803)
H (-0.51241, 3.28474, 2.15523)
H (-0.46205, 2.34095, 0.50448)
H (-0.25398, -0.46650, 1.36052)
H (0.82597, 0.26416, 0.47546)
H (1.28569, -0.42102, 1.93739)

Forces on atoms 1 to 2 (eV/Å):
-0.284 0.161 -0.036
0.163 -0.367 -0.453

---

# C4H12N3

An isolated ion of composition C4H12N3 and charge +1 in a non-equilibrium geometry (ωB97M-V with the def2-TZVPD basis set, the Open Molecules 2025 dataset).

Output
**E_HOMO**: -0.50065 Ha
**ΔE to the lowest compared entry with this formula, charge and spin**: 481.0 kJ/mol
**Structure (SMILES)**: CNC/[N+](C)=C/N
**Net charge**: +1
**Kohn-Sham gap**: 0.251 Ha
**Electronic energy**: -8802.74937 eV

Element x y z (Å)
C (-0.92245, 0.67747, 2.61057)
N (-1.16020, 0.32101, 1.21733)
C (-0.11661, -0.55484, 0.68031)
N (-0.07932, -0.41849, -0.75424)
C (0.35278, -1.59562, -1.49012)
C (0.07769, 0.89411, -1.23674)
N (1.16819, 1.03608, -2.12910)
H (-1.29848, 1.68011, 2.81616)
H (0.13077, 0.70050, 2.92205)
H (-1.43243, -0.02343, 3.27347)
H (-1.03862, 1.17389, 0.64699)
H (-0.41928, -1.56294, 1.00092)
H (0.91812, -0.42732, 1.04956)
H (0.37884, -1.33050, -2.54600)
H (-0.40108, -2.34788, -1.24437)
H (1.36162, -1.99125, -1.29906)
H (-0.80127, 1.18457, -1.81803)
H (1.33300, 2.04336, -2.00900)
H (1.94872, 0.54116, -1.69069)

Forces on atoms 1 to 2 (eV/Å):
0.049 0.199 0.914
1.736 0.914 -1.046

---

# C4H12N3

C4H12N3 as an isolated structure in a non-equilibrium geometry (ωB97M-V with the def2-TZVPD basis set, the Open Molecules 2025 dataset).

Output
**E_HOMO**: -0.45002 Ha
**ΔE to the lowest compared entry with this formula, charge and spin**: 240.5 kJ/mol
**Net charge**: +1
**Kohn-Sham gap**: 0.344 Ha
**Electronic energy**: -8805.24159 eV

Element x y z (Å)
C (0.98180, 0.69114, 1.56687)
C (-0.05006, 1.37314, 1.02516)
N (-1.22230, 0.69870, 0.51927)
N (2.08354, 1.29377, 2.11014)
H (1.08078, -0.39897, 1.40663)
H (-0.03458, 2.46643, 0.92409)
H (-0.98200, 0.34071, -0.60155)
H (-1.51926, -0.17291, 0.99213)
H (-2.00980, 1.37407, 0.52365)
H (2.01371, 2.25712, 2.35696)
H (2.28007, 0.80824, 2.96757)
C (0.12077, -2.44142, -1.59231)
C (-0.92969, -1.61681, -1.73314)
N (-0.77525, -0.18641, -1.84363)
H (1.11191, -2.03502, -1.62762)
H (-0.07917, -3.51186, -1.49014)
H (-1.94721, -1.98837, -1.83550)
H (-1.46022, 0.14680, -2.53834)
H (0.20678, 0.03497, -2.17785)

Forces on atoms 1 to 2 (eV/Å):
-1.115 0.505 -1.594
1.134 -0.232 1.020

---

# C4H12N3

An isolated ion of composition C4H12N3 and charge +1 in a non-equilibrium geometry (ωB97M-V with the def2-TZVPD basis set, the Open Molecules 2025 dataset).

Output
**E_HOMO**: -0.55410 Ha
**ΔE to the lowest compared entry with this formula, charge and spin**: 378.4 kJ/mol
**Structure (SMILES)**: CC[N+](CC)=NN
**Net charge**: +1
**Kohn-Sham gap**: 0.394 Ha
**Electronic energy**: -8803.81287 eV

Element x y z (Å)
C (2.30822, 0.50630, 0.33421)
C (1.21004, 0.50620, -0.78816)
N (-0.10443, 0.54003, -0.17984)
C (-0.65951, -0.59577, 0.54159)
C (-1.33349, -1.61999, -0.42386)
N (-0.68835, 1.65295, -0.34440)
N (-1.82734, 1.79237, 0.23852)
H (2.32123, 1.31499, 1.06755)
H (2.27230, -0.45568, 0.88103)
H (3.26255, 0.61573, -0.05701)
H (1.51871, -0.36073, -1.35617)
H (1.26299, 1.37341, -1.50960)
H (0.32043, -1.11479, 0.92342)
H (-1.28285, -0.17962, 1.43790)
H (-1.95561, -1.26923, -1.24477)
H (-0.45640, -2.26677, -0.81251)
H (-1.75861, -2.51589, 0.08834)
H (-2.44940, 1.26259, 0.79688)
H (-2.06589, 2.82286, 0.16846)

Forces on atoms 1 to 2 (eV/Å):
-1.698 -0.121 0.819
2.582 1.310 0.214

---

# C4H12N3

A 2-piece molecular cluster, C4H12N3 overall in a non-equilibrium geometry (ωB97M-V with the def2-TZVPD basis set, the Open Molecules 2025 dataset).

Output
**E_HOMO**: -0.52192 Ha
**ΔE to the lowest compared entry with this formula, charge and spin**: 244.2 kJ/mol
**Net charge**: +1
**Kohn-Sham gap**: 0.376 Ha
**Electronic energy**: -8805.20295 eV

Element x y z (Å)
C (1.98454, 1.57143, -0.22156)
C (0.04392, -0.93961, -1.65800)
C (-1.75061, 1.48840, 0.70132)
C (-0.08653, 0.18688, -0.71714)
N (0.92607, 0.96737, -0.62101)
N (0.50812, -1.32764, 1.09687)
N (-1.32414, 0.40282, -0.25327)
H (2.43323, 2.32834, -0.87199)
H (2.48946, 1.51857, 0.79490)
H (1.06103, -1.18488, -1.87870)
H (-0.59428, -1.72611, -1.34867)
H (-0.42975, -0.70300, -2.63371)
H (-2.30731, 0.90783, 1.46590)
H (-0.82098, 2.02857, 1.10228)
H (-2.31119, 2.30017, 0.14584)
H (-0.44280, -1.72953, 1.24755)
H (0.74140, -0.82468, 1.94992)
H (1.15172, -2.06394, 1.10492)
H (-2.11383, -0.03545, -0.75705)

Forces on atoms 1 to 2 (eV/Å):
-1.499 -0.451 0.239
-0.770 0.326 -1.712